1.
{
  "formula": "C4H9NO",
  "method": "the ωB97M-V functional and the def2-TZVPD basis",
  "symbols": ["C", "N", "C", "C", "O", "C", "H", "H", "H", "H", "H", "H", "H", "H", "H"],
  "positions_angstrom": [[-2.042, -0.075, 0.032], [-0.653, -0.025, -0.299], [0.349, -1.006, 0.100], [1.340, 0.058, -0.415], [2.684, 0.124, -0.070], [0.261, 1.057, 0.048], [-2.269, -0.048, 1.111], [-2.535, 0.770, -0.463], [-2.459, -0.993, -0.400], [0.310, -1.990, -0.377], [0.420, -1.129, 1.203], [1.240, 0.027, -1.503], [2.768, 0.131, 0.891], [0.319, 1.241, 1.143], [0.141, 2.011, -0.475]],
  "homo_lumo_gap_ev": 9.561,
  "homo_energy_ev": -8.64,
  "spin_multiplicity": 1,
  "smiles": "CN1CC(O)C1",
  "charge": 0,
  "lumo_ev": 0.92
}



2.
{
  "formula": "C42H36N5O4P2W",
  "method": "the ωB97M-V functional and the def2-TZVPD basis",
  "symbols": ["W", "N", "P", "C", "C", "C", "C", "C", "C", "C", "C", "C", "C", "C", "C", "P", "C", "C", "C", "C", "C", "C", "C", "C", "C", "C", "C", "C", "H", "H", "H", "H", "H", "H", "H", "H", "H", "H", "H", "H", "H", "H", "H", "H", "H", "H", "H", "H", "H", "O", "N", "O", "C", "C", "C", "C", "C", "C", "N", "C", "C", "N", "C", "C", "C", "C", "H", "H", "H", "H", "H", "H", "H", "C", "O", "H", "H", "H", "O", "N", "C", "C", "C", "C", "C", "H", "H", "H", "H", "H"],
  "positions_angstrom": [[0.152, -0.097, 0.027], [2.215, 0.368, 2.157], [0.608, -0.130, 2.498], [0.684, -1.874, 3.042], [1.473, -2.294, 4.110], [1.447, -3.620, 4.504], [0.616, -4.529, 3.865], [-0.176, -4.114, 2.807], [-0.129, -2.797, 2.387], [0.419, 0.734, 4.101], [1.155, 1.895, 4.332], [1.149, 2.487, 5.582], [0.386, 1.946, 6.604], [-0.384, 0.819, 6.366], [-0.370, 0.209, 5.122], [2.583, 0.318, 0.484], [2.910, 2.038, -0.008], [3.267, 3.064, 0.857], [3.482, 4.337, 0.356], [3.346, 4.585, -1.002], [3.006, 3.559, -1.872], [2.778, 2.291, -1.372], [4.264, -0.392, 0.565], [5.277, 0.102, -0.251], [6.570, -0.366, -0.098], [6.856, -1.322, 0.865], [5.840, -1.841, 1.654], [4.541, -1.395, 1.494], [2.952, 0.250, 2.850], [2.098, -1.584, 4.633], [2.076, -3.951, 5.314], [0.586, -5.558, 4.184], [-0.819, -4.819, 2.303], [-0.709, -2.488, 1.521], [1.750, 2.328, 3.542], [1.750, 3.365, 5.761], [0.400, 2.395, 7.586], [-0.986, 0.405, 7.159], [-0.947, -0.688, 4.948], [3.374, 2.872, 1.915], [3.761, 5.138, 1.022], [3.505, 5.581, -1.383], [2.916, 3.748, -2.930], [2.507, 1.470, -2.033], [5.061, 0.863, -0.987], [7.354, 0.027, -0.726], [7.871, -1.664, 0.998], [6.061, -2.591, 2.399], [3.742, -1.815, 2.093], [0.139, 5.682, -4.662], [-0.345, 5.486, -3.571], [-0.804, 6.333, -2.839], [-0.356, 4.107, -3.120], [-0.336, 3.150, -4.105], [-0.299, 1.778, -3.793], [-0.322, 0.746, -4.756], [-0.245, -0.560, -4.332], [-0.109, -0.838, -2.971], [-0.073, 0.113, -2.035], [-0.212, 1.408, -2.429], [-0.261, 2.393, -1.403], [-0.178, 1.926, -0.112], [-0.215, 2.856, 0.873], [-0.303, 4.213, 0.632], [-0.382, 4.690, -0.666], [-0.355, 3.769, -1.729], [-0.334, 3.461, -5.138], [-0.408, 0.987, -5.802], [-0.270, -1.377, -5.035], [-0.014, -1.861, -2.622], [-0.161, 2.475, 1.891], [-0.312, 4.901, 1.462], [-0.472, 5.745, -0.857], [1.578, -2.867, -0.576], [0.600, -1.930, -0.321], [1.315, -3.469, -1.456], [1.695, -3.551, 0.278], [2.547, -2.368, -0.768], [-1.984, -0.247, 0.122], [-2.618, -0.760, 1.165], [-3.159, -1.992, 1.074], [-3.791, -2.558, 2.155], [-3.895, -1.846, 3.347], [-3.373, -0.557, 3.398], [-2.732, -0.034, 2.299], [-3.049, -2.484, 0.116], [-4.207, -3.550, 2.072], [-4.388, -2.273, 4.206], [-3.472, 0.044, 4.288], [-2.329, 0.970, 2.271]],
  "homo_lumo_gap_ev": [6.033, 5.984],
  "homo_energy_ev": [-12.35, -12.30],
  "spin_multiplicity": 2,
  "charge": 2,
  "lumo_ev": [-6.32, -6.32]
}



3.
{
  "formula": "C35H69FO18",
  "method": "the ωB97M-V functional and the def2-TZVPD basis",
  "symbols": ["C", "C", "O", "C", "O", "O", "F", "H", "H", "H", "C", "C", "O", "C", "C", "H", "H", "H", "H", "H", "H", "H", "H", "H", "H", "O", "C", "O", "C", "C", "C", "H", "H", "H", "H", "H", "H", "H", "H", "O", "C", "O", "C", "C", "C", "H", "H", "H", "H", "H", "H", "H", "H", "O", "C", "O", "C", "C", "C", "H", "H", "H", "H", "H", "H", "H", "H", "O", "C", "O", "C", "C", "C", "H", "H", "H", "H", "H", "H", "H", "H", "O", "C", "O", "C", "C", "C", "H", "H", "H", "H", "H", "H", "H", "H", "O", "C", "O", "C", "C", "C", "H", "H", "H", "H", "H", "H", "H", "H", "O", "C", "O", "C", "C", "C", "H", "H", "H", "H", "H", "H", "H", "H"],
  "positions_angstrom": [[0.527, 4.119, -3.826], [2.070, 4.240, -3.956], [2.342, 3.613, -5.191], [1.192, 3.011, -5.679], [1.151, 2.359, -6.628], [0.128, 3.299, -4.901], [2.703, 3.501, -2.919], [0.086, 5.126, -3.857], [0.219, 3.739, -2.855], [2.463, 5.248, -3.936], [5.711, -1.184, -1.367], [4.304, -1.805, -1.416], [3.263, -0.840, -1.435], [3.134, -0.076, -2.641], [1.743, 0.462, -2.749], [6.486, -1.947, -1.374], [5.838, -0.492, -2.198], [5.814, -0.619, -0.438], [4.270, -2.560, -2.218], [4.174, -2.340, -0.466], [3.887, 0.726, -2.700], [3.356, -0.714, -3.519], [1.534, 1.186, -1.959], [0.968, -0.301, -2.664], [1.633, 0.938, -3.725], [3.324, 5.998, 1.079], [2.204, 5.896, 0.743], [1.596, 6.837, 0.108], [2.416, 7.981, -0.219], [1.508, 8.943, -0.931], [1.346, 4.738, 1.063], [3.270, 7.676, -0.820], [2.747, 8.378, 0.737], [0.957, 9.561, -0.211], [0.711, 8.437, -1.474], [1.982, 9.655, -1.609], [1.283, 4.089, 0.174], [0.363, 5.005, 1.426], [1.861, 4.073, 1.750], [-0.843, 4.504, 5.038], [-1.022, 3.992, 3.974], [-0.344, 2.970, 3.496], [0.789, 2.502, 4.253], [0.397, 1.567, 5.406], [-2.129, 4.315, 3.021], [1.352, 3.286, 4.777], [1.466, 2.047, 3.534], [-0.095, 0.632, 5.119], [-0.182, 2.109, 6.145], [1.329, 1.233, 5.885], [-1.717, 4.954, 2.233], [-2.989, 4.825, 3.425], [-2.426, 3.358, 2.582], [-2.475, -5.254, 4.158], [-1.696, -4.386, 4.419], [-0.806, -4.461, 5.353], [-0.779, -5.656, 6.096], [-0.062, -6.788, 5.375], [-1.509, -3.133, 3.638], [-1.812, -6.022, 6.228], [-0.421, -5.459, 7.096], [-0.580, -7.139, 4.487], [0.147, -7.577, 6.098], [0.914, -6.454, 4.994], [-1.188, -2.294, 4.243], [-2.400, -2.876, 3.069], [-0.772, -3.356, 2.855], [-1.331, 2.405, -0.558], [-1.935, 1.535, -0.005], [-1.387, 0.506, 0.582], [0.055, 0.390, 0.616], [0.491, -0.926, 1.142], [-3.401, 1.358, -0.127], [0.448, 1.244, 1.181], [0.378, 0.579, -0.411], [1.423, -1.338, 0.761], [-0.238, -1.704, 0.880], [0.527, -0.863, 2.233], [-3.837, 2.117, -0.766], [-3.949, 1.492, 0.817], [-3.640, 0.345, -0.435], [-5.305, -0.596, -4.678], [-6.217, -0.093, -4.282], [-6.224, 1.171, -3.912], [-4.947, 1.835, -3.882], [-4.336, 2.154, -5.189], [-7.511, -0.802, -3.935], [-4.244, 1.240, -3.285], [-5.121, 2.746, -3.312], [-3.335, 2.553, -5.039], [-4.966, 2.886, -5.696], [-4.227, 1.273, -5.815], [-8.362, -0.139, -3.909], [-7.332, -1.294, -2.978], [-7.683, -1.584, -4.676], [3.002, -5.247, 4.025], [3.023, -4.328, 3.289], [3.441, -4.387, 1.990], [3.688, -5.687, 1.377], [2.649, -5.988, 0.338], [2.642, -2.958, 3.681], [3.850, -6.552, 2.009], [4.656, -5.554, 0.873], [2.340, -5.140, -0.260], [1.789, -6.460, 0.816], [3.076, -6.717, -0.360], [2.247, -2.422, 2.817], [3.494, -2.418, 4.082], [1.821, -2.952, 4.397], [-0.896, -2.747, -3.384], [-1.763, -2.666, -2.640], [-2.190, -3.668, -1.853], [-1.510, -4.903, -2.026], [-0.233, -4.934, -1.218], [-2.509, -1.388, -2.424], [-1.257, -5.055, -3.075], [-2.124, -5.746, -1.735], [0.161, -5.954, -1.208], [-0.441, -4.670, -0.170], [0.547, -4.221, -1.483], [-1.947, -0.754, -1.743], [-3.571, -1.475, -2.219], [-2.491, -0.900, -3.412]],
  "homo_lumo_gap_ev": 10.150,
  "homo_energy_ev": -9.76,
  "spin_multiplicity": 1,
  "smiles": "O=C1OC[C@@H](F)O1.CCOC(C)=O.CCOC(C)=O.CCOC(C)=O.CCOC(C)=O.CCOC(C)=O.CCOC(C)=O.CCOC(C)=O.CCOCC",
  "charge": 0,
  "lumo_ev": 0.39
}



4.
{
  "formula": "C24H33N2O5P2SY",
  "method": "the ωB97M-V functional and the def2-TZVPD basis",
  "symbols": ["C", "C", "N", "C", "C", "C", "C", "P", "Y", "P", "C", "C", "C", "C", "C", "C", "C", "O", "O", "H", "H", "H", "C", "C", "H", "H", "H", "H", "C", "C", "H", "H", "H", "H", "H", "H", "H", "H", "H", "H", "H", "H", "H", "H", "H", "H", "H", "H", "H", "H", "H", "H", "O", "S", "O", "N", "C", "O", "C", "C", "C", "C", "C", "C", "H", "H", "H", "H"],
  "positions_angstrom": [[-0.999, 3.314, -2.870], [-1.106, 2.368, -1.856], [-0.025, 1.951, -1.157], [1.167, 2.574, -1.353], [1.327, 3.522, -2.368], [0.236, 3.883, -3.159], [-2.513, 1.863, -1.571], [-2.739, 0.534, -0.299], [-0.122, -0.083, 0.337], [2.683, 0.528, 0.084], [2.323, 2.301, -0.388], [-0.271, -2.006, 1.998], [-0.774, -1.873, 3.271], [-0.713, -2.989, 4.147], [-0.120, -4.187, 3.731], [0.404, -4.285, 2.439], [0.322, -3.172, 1.563], [-0.863, -1.864, -5.551], [0.618, -1.504, -1.040], [-1.900, 3.549, -3.433], [2.306, 3.983, -2.482], [0.335, 4.598, -3.974], [-3.960, 1.323, 0.811], [-3.774, -0.674, -1.200], [3.257, 2.685, -0.830], [2.141, 2.794, 0.590], [-2.951, 1.493, -2.487], [-3.133, 2.724, -1.264], [3.813, 0.838, 1.482], [3.839, 0.025, -1.234], [-1.213, -0.941, 3.635], [-1.124, -2.907, 5.155], [-0.064, -5.040, 4.415], [0.873, -5.211, 2.100], [0.734, -3.254, 0.555], [1.050, -3.636, -2.989], [0.722, -2.036, -1.849], [-1.678, -2.358, -5.447], [-1.044, -1.018, -5.106], [0.272, -3.556, -2.963], [-4.947, 1.395, 0.329], [-4.038, 0.708, 1.719], [-3.614, 2.328, 1.092], [-4.820, -0.344, -1.254], [-3.374, -0.827, -2.212], [-3.723, -1.628, -0.655], [4.757, 0.626, -1.198], [4.079, -1.037, -1.086], [3.339, 0.133, -2.205], [4.770, 1.246, 1.126], [3.332, 1.539, 2.186], [3.973, -0.115, 2.005], [2.242, 4.662, 4.373], [2.089, 3.237, 4.526], [3.086, 2.503, 5.263], [1.746, 2.497, 3.079], [0.561, 1.909, 3.042], [0.186, 1.129, 2.090], [-0.269, 2.203, 4.221], [-1.578, 1.794, 4.529], [-2.095, 2.088, 5.793], [-1.316, 2.770, 6.746], [-0.007, 3.169, 6.432], [0.480, 2.880, 5.162], [-2.158, 1.265, 3.773], [-3.113, 1.793, 6.051], [-1.731, 2.993, 7.732], [0.628, 3.686, 7.147]],
  "homo_lumo_gap_ev": 6.604,
  "homo_energy_ev": -6.91,
  "spin_multiplicity": 1,
  "charge": 0,
  "lumo_ev": -0.31
}



5.
{
  "formula": "C39H48BCl2N8O4",
  "method": "the ωB97M-V functional and the def2-TZVPD basis",
  "symbols": ["C", "C", "C", "C", "O", "B", "O", "O", "C", "Cl", "C", "C", "O", "Cl", "H", "H", "H", "H", "H", "H", "H", "H", "N", "C", "C", "C", "C", "H", "H", "H", "H", "H", "N", "C", "C", "C", "C", "H", "H", "H", "H", "H", "N", "C", "C", "C", "C", "H", "H", "H", "H", "H", "N", "C", "C", "C", "C", "H", "H", "H", "H", "H", "N", "C", "C", "C", "C", "H", "H", "H", "H", "H", "N", "C", "C", "C", "C", "H", "H", "H", "H", "H", "N", "C", "C", "C", "C", "H", "H", "H", "H", "H", "N", "C", "C", "C", "C", "H", "H", "H", "H", "H"],
  "positions_angstrom": [[3.204, 5.390, 4.609], [2.628, 4.551, 3.971], [1.947, 3.506, 3.225], [1.603, 2.335, 4.189], [0.406, 2.645, 4.846], [-0.517, 1.489, 4.631], [-1.159, 1.005, 5.862], [0.358, 0.419, 4.134], [1.520, 0.914, 3.571], [1.219, 0.942, 1.759], [2.561, -0.144, 3.971], [3.899, 0.371, 4.381], [4.420, 1.392, 4.099], [4.822, -0.811, 5.416], [3.648, 5.940, 5.402], [1.015, 3.898, 2.822], [2.547, 3.192, 2.373], [2.365, 2.408, 4.967], [-1.358, 1.909, 3.821], [-1.921, 1.576, 5.990], [2.140, -0.705, 4.798], [2.679, -0.861, 3.160], [1.634, 0.846, -2.542], [2.493, 1.111, -3.574], [3.660, 1.585, -3.034], [3.492, 1.601, -1.618], [2.233, 1.137, -1.349], [0.701, 0.490, -2.643], [2.204, 0.941, -4.596], [4.534, 1.885, -3.588], [4.214, 1.917, -0.882], [1.722, 0.995, -0.406], [2.813, -3.019, -7.346], [3.273, -2.954, -6.057], [2.671, -1.886, -5.446], [1.812, -1.285, -6.405], [1.922, -2.007, -7.564], [3.089, -3.704, -8.025], [3.988, -3.670, -5.688], [2.829, -1.572, -4.428], [1.184, -0.422, -6.262], [1.443, -1.887, -8.521], [3.216, 4.709, -2.060], [3.671, 5.401, -0.974], [3.169, 6.675, -1.038], [2.373, 6.750, -2.212], [2.421, 5.519, -2.818], [3.430, 3.744, -2.268], [4.311, 4.930, -0.248], [3.349, 7.460, -0.324], [1.825, 7.608, -2.567], [1.958, 5.153, -3.719], [2.229, -5.331, -3.834], [3.198, -5.740, -2.962], [2.604, -6.514, -2.002], [1.219, -6.577, -2.311], [1.021, -5.838, -3.449], [2.380, -4.744, -4.637], [4.225, -5.445, -3.096], [3.103, -6.982, -1.171], [0.459, -7.105, -1.758], [0.129, -5.629, -4.014], [-3.033, -1.315, 5.601], [-2.811, -2.628, 5.319], [-4.028, -3.256, 5.203], [-5.025, -2.269, 5.423], [-4.374, -1.083, 5.663], [-2.309, -0.615, 5.744], [-1.808, -3.007, 5.224], [-4.184, -4.300, 4.984], [-6.093, -2.409, 5.403], [-4.754, -0.098, 5.872], [-7.154, -4.445, 8.942], [-8.475, -4.536, 9.292], [-9.193, -3.773, 8.411], [-8.267, -3.204, 7.492], [-7.018, -3.639, 7.845], [-6.397, -4.899, 9.417], [-8.787, -5.130, 10.134], [-10.261, -3.638, 8.422], [-8.494, -2.550, 6.666], [-6.051, -3.446, 7.415], [2.344, 8.565, -5.610], [0.999, 8.541, -5.374], [0.391, 9.327, -6.317], [1.415, 9.843, -7.158], [2.608, 9.352, -6.696], [3.031, 8.076, -5.064], [0.597, 7.967, -4.557], [-0.667, 9.511, -6.395], [1.289, 10.498, -8.004], [3.616, 9.496, -7.045], [-2.672, -6.400, -2.881], [-3.176, -6.077, -4.111], [-4.482, -5.700, -3.944], [-4.775, -5.795, -2.556], [-3.638, -6.227, -1.928], [-1.735, -6.714, -2.705], [-2.566, -6.144, -4.996], [-5.152, -5.388, -4.727], [-5.711, -5.570, -2.075], [-3.434, -6.425, -0.890]],
  "homo_lumo_gap_ev": 7.122,
  "homo_energy_ev": -5.48,
  "spin_multiplicity": 1,
  "charge": -1,
  "lumo_ev": 1.64
}



6.
{
  "formula": "C5H16N2O",
  "method": "the ωB97M-V functional and the def2-TZVPD basis",
  "symbols": ["N", "C", "C", "C", "N", "C", "C", "H", "H", "H", "H", "H", "H", "H", "H", "H", "H", "H", "H", "H", "H", "H", "H", "O"],
  "positions_angstrom": [[-0.398, 1.472, 2.311], [0.155, 0.284, 1.692], [-0.252, -0.997, 2.428], [-0.408, 0.242, 0.266], [0.564, -0.038, -0.858], [1.083, 1.230, -1.409], [2.597, 1.081, -1.674], [0.002, 1.690, 3.211], [-0.622, 2.306, 1.798], [1.270, 0.332, 1.618], [-0.017, -1.046, 3.490], [0.038, -1.912, 1.869], [-1.331, -1.214, 2.326], [-1.115, -0.580, 0.106], [-0.958, 1.145, 0.034], [1.271, -0.719, -0.634], [0.922, 2.017, -0.667], [0.447, 1.503, -2.255], [3.087, 0.517, -0.893], [2.756, 0.546, -2.593], [3.035, 2.076, -1.723], [-4.477, -3.845, -3.243], [-3.450, -2.774, -2.697], [-4.202, -3.319, -2.502]],
  "homo_lumo_gap_ev": 9.411,
  "homo_energy_ev": -8.44,
  "spin_multiplicity": 1,
  "smiles": "CCNC[C@H](C)N.O",
  "charge": 0,
  "lumo_ev": 0.97
}



Let's list DFT total energy in order: -287.7437; -2946.0833; -2829.2045; -2539.3119; -3199.2026; -384.8062 a.u..